A structure of composition C4H5KLiO at a distorted geometry. Source: the OMol25 dataset; level of theory: ωB97M-V with the def2-TZVPD basis set.

Cartesian coordinates (Å):
O -1.314 -0.313 1.422
C -0.338 -0.324 0.758
C 0.880 -0.799 0.267
K -4.181 -0.595 1.085
Li -1.603 0.664 3.095
H 0.736 -1.774 -0.196
H 1.752 -0.697 0.910
C 0.744 0.575 -0.529
C 0.786 0.573 -1.877
H 0.961 1.487 -2.432
H 0.895 1.536 -0.041
H 0.681 -0.333 -2.461

## Properties
Kohn-Sham gap (spin up / spin down) = 3.58 / 3.75 eV
Spin multiplicity = 1
Net charge = +1
ΔE to the lowest compared entry with this formula, charge and spin = 2.591 eV

---

A cluster of 2 separate species, C2H6OS2 in total at a distorted geometry. Source: the OMol25 dataset; level of theory: ωB97M-V with the def2-TZVPD basis set.

Cartesian coordinates (Å):
C 3.154 -2.160 4.152
C 3.520 -2.154 2.893
O 4.561 -2.932 2.426
H 2.347 -1.484 4.402
H 3.757 -2.682 4.894
H 2.932 -1.723 2.091
H 4.370 -3.203 1.518
S -3.033 1.006 -2.852
S -2.302 2.487 -1.613
H -2.980 -0.269 -2.400
H -1.051 2.237 -1.110

## Properties
Kohn-Sham gap = 9.06 eV
Spin multiplicity = 1
ΔE to the lowest compared entry with this formula, charge and spin = 1.228 eV

---

A structure of composition C21H55AsF6N5O14 at a distorted geometry. Source: the OMol25 dataset; level of theory: ωB97M-V with the def2-TZVPD basis set.

Cartesian coordinates (Å):
C -7.968 -10.966 15.367
C -7.814 -9.660 16.034
C -9.084 -8.794 15.939
O -9.990 -8.893 17.053
C -10.969 -9.832 16.879
N -7.419 -9.668 17.446
H -8.222 -9.543 18.037
H -6.819 -10.426 17.665
H -6.332 -8.480 17.662
H -8.845 -11.489 15.795
H -7.053 -11.538 15.311
H -8.117 -10.666 14.331
H -7.110 -8.962 15.585
H -9.671 -8.946 15.008
H -8.818 -7.773 15.935
H -10.668 -10.776 17.280
H -11.411 -9.931 15.894
H -11.827 -9.490 17.473
C -11.517 1.151 12.594
C -11.441 -0.239 12.036
C -10.158 -0.490 11.282
O -9.018 -0.843 12.076
C -7.904 -1.600 11.564
N -11.686 -1.308 13.047
H -12.330 -1.035 13.825
H -12.110 -2.170 12.629
H -10.809 -1.577 13.550
H -12.269 1.190 13.438
H -11.960 1.905 11.855
H -10.565 1.561 13.006
H -12.216 -0.299 11.292
H -10.044 0.320 10.577
H -10.267 -1.261 10.544
H -7.570 -2.227 12.418
H -7.135 -0.945 11.150
H -8.197 -2.283 10.726
C -15.052 -3.699 16.956
C -14.696 -2.443 17.734
C -15.663 -2.271 18.879
O -15.104 -1.275 19.682
C -15.732 -0.008 19.514
N -13.242 -2.514 18.163
H -13.022 -1.621 18.640
H -13.026 -3.190 18.916
H -12.757 -2.522 17.275
H -16.025 -3.539 16.502
H -15.129 -4.602 17.564
H -14.335 -3.862 16.176
H -14.741 -1.611 16.977
H -15.675 -3.156 19.534
H -16.690 -2.107 18.466
H -15.582 0.338 18.509
H -15.266 0.667 20.241
H -16.807 -0.119 19.771
C -6.645 -1.225 17.095
C -6.748 -1.760 15.733
O -6.030 -1.452 14.800
N -7.665 -2.810 15.677
H -8.026 -3.100 16.590
H -9.086 -2.539 15.026
C -7.425 -3.875 14.797
H -7.502 -0.966 17.687
H -5.958 -0.392 17.111
H -6.128 -1.986 17.701
H -6.402 -4.156 14.731
H -7.674 -3.689 13.777
H -7.924 -4.757 15.168
C -13.828 -4.941 13.219
C -14.047 -4.084 12.008
O -13.193 -3.229 11.773
N -15.094 -4.346 11.206
H -15.676 -5.110 11.370
H -11.048 -6.372 20.414
C -15.266 -3.775 9.833
H -14.749 -5.263 13.689
H -13.120 -4.500 13.929
H -13.420 -5.942 12.934
H -14.769 -4.412 9.128
H -14.914 -2.757 9.727
H -16.329 -3.690 9.525
As -9.524 -2.719 19.611
F -7.938 -1.952 19.802
F -9.980 -1.602 18.262
F -11.095 -3.436 19.400
F -9.232 -3.843 20.904
F -10.217 -1.650 20.754
F -8.957 -3.954 18.497
O -9.720 -6.726 18.868
C -10.909 -6.324 18.538
O -11.377 -5.954 17.511
O -11.687 -6.367 19.607
H -8.896 -6.722 18.318
O -5.506 -5.542 17.585
C -6.207 -6.625 17.378
O -7.293 -6.486 16.871
O -5.691 -7.702 17.869
H -4.578 -5.636 17.929
O -10.004 -4.286 16.086
C -10.689 -3.371 15.449
O -9.995 -2.547 14.697
O -11.906 -3.222 15.414
H -10.587 -4.885 16.650

## Properties
Kohn-Sham gap = 9.34 eV
Spin multiplicity = 1
Net charge = +1
ΔE to the lowest compared entry with this formula, charge and spin = 0.000 eV

---

A structure of composition C36H29ClN6O8S2SbSeTi at a distorted geometry. Source: the OMol25 dataset; level of theory: ωB97M-V with the def2-TZVPD basis set.

Cartesian coordinates (Å):
Ti -0.077 -0.983 -0.018
C 2.531 -1.296 3.254
C 1.227 -0.807 3.806
C 0.945 -0.972 5.164
C -0.218 -0.453 5.687
C -1.068 0.247 4.838
C -0.734 0.349 3.499
N 0.381 -0.192 2.981
Sb -1.907 1.538 2.164
C -2.343 -0.431 1.099
C -3.695 -0.538 0.811
C -4.281 -1.796 0.851
C -3.522 -2.900 1.201
C -2.157 -2.760 1.396
C -1.262 -3.920 1.676
N -1.599 -1.532 1.319
C -0.241 2.860 1.842
C -0.633 4.192 1.864
C 0.358 5.161 1.852
C 1.680 4.760 1.821
C 1.976 3.399 1.831
C 3.392 2.907 1.880
N 1.022 2.469 1.841
H 3.334 -1.104 3.966
H 2.512 -2.369 3.061
H 2.762 -0.779 2.331
H 1.656 -1.489 5.793
H -0.452 -0.568 6.737
H -1.974 0.704 5.215
H -4.281 0.347 0.607
H -5.335 -1.910 0.636
H -3.970 -3.880 1.287
H -1.802 -4.671 2.252
H -0.936 -4.374 0.739
H -0.380 -3.602 2.228
H -1.678 4.472 1.871
H 0.102 6.213 1.858
H 2.481 5.486 1.803
H 4.069 3.557 1.328
H 3.745 2.866 2.912
H 3.445 1.899 1.478
Cl 6.628 -3.063 -1.208
C 5.004 -2.800 -0.682
C 4.252 -3.884 -0.214
C 2.952 -3.725 0.220
C 2.366 -2.460 0.178
O 1.121 -2.276 0.598
C 3.120 -1.363 -0.292
C 2.583 -0.055 -0.317
O 1.412 0.244 0.010
C 4.451 -1.544 -0.720
H 4.706 -4.865 -0.198
H 2.374 -4.565 0.572
H 3.230 0.777 -0.614
H 5.023 -0.701 -1.079
O -0.011 1.037 -3.178
S -1.253 0.468 -2.761
O -2.464 1.222 -2.873
O -1.148 -0.002 -1.289
C -1.527 -0.997 -3.760
C -2.324 -0.758 -4.867
C -2.532 -1.754 -5.814
C -1.953 -2.998 -5.668
C -1.163 -3.259 -4.554
C -0.959 -2.266 -3.609
S -0.032 -2.687 -2.189
O 0.829 -1.496 -1.901
O 0.637 -3.928 -2.381
O -0.985 -2.634 -1.036
H -2.787 0.211 -4.987
H -3.154 -1.545 -6.673
H -2.115 -3.766 -6.410
H -0.707 -4.226 -4.406
Se -4.338 3.370 -0.759
N -3.862 4.358 -2.157
C -2.554 4.269 -2.246
C -1.760 4.872 -3.276
C -0.426 4.679 -3.214
C 0.141 3.894 -2.143
N -0.521 3.336 -1.184
C -1.885 3.514 -1.221
N -2.661 2.965 -0.315
H -2.238 5.448 -4.054
H 0.239 5.100 -3.954
H 1.217 3.751 -2.136

## Properties
Kohn-Sham gap = 6.70 eV
Spin multiplicity = 1
Net charge = +1

---

A cluster of 6 separate species, C17H45F3N4O8S in total at a distorted geometry. Source: the OMol25 dataset; level of theory: ωB97M-V with the def2-TZVPD basis set.

Cartesian coordinates (Å):
O -0.441 0.090 -0.595
H -1.034 0.759 -0.216
C 0.251 3.708 1.649
C -0.154 3.489 0.216
O -1.001 4.089 -0.348
N 0.750 2.592 -0.614
H 1.680 2.631 -0.199
H 0.340 1.629 -0.452
C 0.968 3.030 -2.052
H 0.547 2.781 2.139
H -0.580 4.201 2.147
H 1.128 4.359 1.579
H 0.098 2.608 -2.544
H 1.879 2.528 -2.369
H 1.135 4.101 -2.066
C -3.414 0.781 -1.764
C -3.411 -0.657 -2.190
O -4.165 -1.138 -2.969
N -2.395 -1.578 -1.558
H -1.630 -0.953 -1.182
H -2.850 -2.132 -0.835
C -1.755 -2.496 -2.613
H -2.450 1.260 -1.952
H -3.704 1.025 -0.743
H -4.052 1.308 -2.474
H -1.074 -3.108 -2.029
H -1.214 -1.832 -3.277
H -2.612 -3.012 -3.031
C -1.750 0.108 5.099
N -1.267 -0.634 3.887
C -1.030 -2.105 4.202
C -2.414 -0.598 2.887
C -0.102 0.164 3.335
C 0.908 -0.573 2.462
O 0.210 -1.326 1.482
H -1.104 -0.014 5.966
H -2.701 -0.374 5.322
H -1.895 1.144 4.824
H -2.009 -2.558 4.319
H -0.507 -2.061 5.156
H -0.441 -2.557 3.414
H -3.330 -0.902 3.385
H -2.174 -1.229 2.035
H -2.501 0.436 2.517
H 0.351 0.645 4.202
H -0.600 0.948 2.762
H 1.482 -1.236 3.113
H 1.610 0.083 1.941
H 0.006 -0.702 0.717
C 5.606 -2.002 -3.155
N 4.217 -2.021 -2.571
C 3.672 -3.387 -2.878
C 4.430 -1.845 -1.103
C 3.454 -0.854 -3.170
C 1.939 -0.933 -3.039
O 1.525 -1.443 -1.795
H 5.520 -2.094 -4.237
H 6.219 -2.822 -2.792
H 6.100 -1.059 -2.931
H 2.649 -3.516 -2.530
H 4.264 -4.164 -2.406
H 3.668 -3.363 -3.967
H 4.971 -0.926 -0.892
H 4.920 -2.707 -0.653
H 3.476 -1.823 -0.577
H 3.698 -0.829 -4.234
H 3.997 -0.020 -2.726
H 1.478 -1.483 -3.866
H 1.556 0.082 -3.204
H 0.801 -0.891 -1.438
C -4.550 2.668 1.008
F -4.943 1.395 0.863
F -4.377 3.173 -0.209
F -5.473 3.331 1.675
S -2.878 2.717 1.929
O -3.046 2.127 3.243
O -2.037 1.876 1.052
O -2.440 4.089 1.918

## Properties
Kohn-Sham gap = 9.46 eV
Spin multiplicity = 1
Net charge = +2
ΔE to the lowest compared entry with this formula, charge and spin = 0.000 eV

---

Calculated calculated total energy, -22795.1663; -25887.4683; -135927.5813; -192311.1702; -59670.5244 eV (same order as the records).